[1]
{
  "formula": "C5H13N2",
  "method": "ωB97M-V/def2-TZVPD",
  "smiles": "C=C(N)C[C@H](C)[NH3+]",
  "charge": 1,
  "de_lowest_ev": 2.953,
  "lumo_energy_ha": -0.125,
  "symbols": ["N", "N", "C", "C", "C", "C", "C", "H", "H", "H", "H", "H", "H", "H", "H", "H", "H", "H", "H", "H"],
  "coordinates": [[-2.144, 0.512, -1.154], [1.525, -0.767, 0.926], [-1.190, -0.264, -0.536], [-0.720, 0.291, 0.787], [-1.166, -1.620, -0.707], [0.785, 0.592, 0.820], [1.460, 1.253, -0.403], [-1.974, 1.502, -1.272], [0.827, 2.141, -0.579], [1.425, 0.732, -1.348], [-1.252, -1.961, -1.725], [-2.690, 0.176, -1.935], [1.890, -1.048, 1.849], [1.166, 1.174, 1.655], [-0.815, -0.546, 1.478], [-1.353, 1.106, 1.124], [0.796, -1.487, 1.114], [2.024, -1.015, 0.076], [2.435, 1.665, -0.180], [-1.029, -2.435, 0.008]],
  "forces_ev_per_angstrom": [[0.573, 1.161, -1.118], [-2.257, -1.526, 2.029], [-1.926, -1.927, 1.772], [0.833, -0.232, -0.080], [0.893, 0.633, -1.182], [1.867, -0.046, -1.070], [-1.864, 1.542, 0.411], [0.176, -0.014, 0.170], [0.326, -0.085, -0.093], [0.089, -0.628, -0.068], [-0.770, -0.293, -0.172], [0.268, -0.514, 0.146], [1.768, 1.259, -0.469], [-0.642, -0.126, 0.395], [-0.553, 0.187, 0.412], [0.239, 0.233, 0.115], [-0.302, 0.205, -1.769], [0.446, -0.215, 0.327], [0.316, -0.325, 0.057], [0.518, 0.713, 0.189]]
}

---

[2]
{
  "formula": "C24H43BrP2Pd",
  "method": "ωB97M-V/def2-TZVPD",
  "charge": 2,
  "spin_multiplicity": 5,
  "s2": 6.015,
  "lumo_energy_ha": [-0.203, -0.318],
  "symbols": ["Pd", "Br", "P", "P", "C", "C", "C", "C", "C", "C", "C", "C", "C", "C", "C", "C", "C", "C", "C", "C", "C", "C", "C", "C", "C", "C", "C", "C", "H", "H", "H", "H", "H", "H", "H", "H", "H", "H", "H", "H", "H", "H", "H", "H", "H", "H", "H", "H", "H", "H", "H", "H", "H", "H", "H", "H", "H", "H", "H", "H", "H", "H", "H", "H", "H", "H", "H", "H", "H", "H", "H"],
  "coordinates": [[0.687, -0.697, -2.530], [-1.412, 1.456, -0.254], [1.523, 1.427, -1.956], [-1.691, 0.699, -2.409], [0.927, -0.317, -5.743], [0.967, 0.355, 2.864], [1.461, -1.033, 0.741], [-0.695, -1.769, 0.330], [2.931, -1.065, 0.902], [1.108, 0.992, -5.549], [-0.882, 1.994, -3.370], [0.379, -0.826, -7.066], [1.212, -3.076, -0.726], [-1.083, -1.263, -7.023], [-1.864, -0.632, 2.339], [-1.852, 0.908, -6.035], [0.431, 2.627, -2.855], [2.026, 2.316, -0.470], [0.609, -0.486, 1.704], [-1.238, -1.015, -3.324], [0.661, -1.793, -0.224], [0.475, 2.064, -6.394], [-0.983, 1.789, -6.885], [-1.906, -0.436, -6.092], [-3.472, 0.586, -2.508], [3.088, 1.044, -2.812], [-1.858, -2.566, -0.096], [-0.712, -0.946, 1.461], [1.012, 3.029, -3.703], [-3.803, 0.694, -3.552], [1.316, -3.791, 0.102], [-2.236, -1.440, -3.097], [-1.152, -0.763, -4.390], [1.177, 2.824, -0.002], [-0.557, -1.899, -3.089], [-1.159, -2.309, -6.700], [-2.596, 1.439, -5.420], [3.747, 0.618, -2.041], [-2.773, -1.134, 2.001], [-2.159, -3.278, 0.697], [-1.491, 2.768, -6.935], [3.526, 1.946, -3.254], [0.744, -0.172, 3.805], [0.384, 1.288, 2.871], [-1.673, -0.945, 3.374], [3.368, -0.056, 0.976], [3.189, -1.588, 1.848], [-2.744, -0.966, -5.624], [2.452, 1.613, 0.253], [-2.730, -1.915, -0.267], [0.213, 3.459, -2.166], [-1.669, -3.150, -1.004], [0.987, -1.686, -7.385], [2.918, 0.255, -3.565], [-0.966, 1.429, -7.928], [-3.795, -0.400, -2.135], [1.833, 1.378, -4.832], [-1.643, 2.749, -3.589], [3.436, -1.590, 0.083], [-3.948, 1.359, -1.886], [2.031, 0.611, 2.873], [2.193, -2.921, -1.176], [2.791, 3.048, -0.770], [1.339, -1.080, -5.065], [1.076, 2.230, -7.304], [0.510, -0.064, -7.856], [-1.463, -1.246, -8.056], [0.556, -3.515, -1.475], [0.473, 3.023, -5.846], [-2.057, 0.448, 2.362], [-0.671, 1.508, -4.330]],
  "forces_ev_per_angstrom": [[1.373, 1.217, 1.803], [-0.103, 1.514, 1.830], [-0.473, -0.266, -0.471], [1.683, -2.021, 0.071], [0.674, 0.131, -0.773], [0.364, 0.147, 0.288], [-0.303, -0.330, -0.419], [0.352, -0.023, -0.562], [0.565, -0.095, -0.142], [0.377, -0.022, -0.206], [-0.051, 0.381, -0.897], [0.192, -0.176, -0.117], [0.098, -0.027, -0.905], [0.139, -0.581, 0.050], [-0.296, -0.196, 0.098], [-0.845, -0.747, -0.163], [-0.088, -0.022, 0.336], [0.118, -0.074, 0.359], [-0.640, 0.200, 0.128], [-2.074, -0.266, -1.010], [-0.135, -0.338, 2.099], [-0.122, 0.205, -0.525], [-0.063, 0.592, -0.271], [-1.312, 1.187, -1.346], [-0.826, 0.271, -0.606], [-0.008, 0.018, 0.155], [-0.306, -0.406, -0.345], [0.261, 0.604, 0.600], [-0.375, -0.063, 0.266], [-0.103, -0.061, 0.312], [0.041, 0.092, -0.112], [0.654, -0.192, -0.398], [-0.099, -0.385, 0.529], [0.185, -0.139, -0.200], [-0.592, -0.137, 0.029], [0.095, 0.087, -0.087], [0.284, -0.349, -0.242], [0.007, 0.276, -0.220], [0.066, 0.111, 0.071], [0.140, 0.307, -0.254], [0.244, -0.325, -0.086], [0.178, -0.306, -0.035], [0.012, 0.166, -0.221], [0.069, -0.232, -0.017], [0.043, 0.037, -0.188], [-0.116, -0.313, 0.079], [-0.117, 0.268, -0.461], [0.306, 0.324, 0.067], [0.019, 0.280, -0.129], [0.192, -0.131, 0.068], [0.154, -0.339, -0.181], [-0.036, 0.141, 0.180], [-0.075, 0.264, 0.127], [0.258, 0.448, 0.106], [-0.023, -0.027, 0.490], [0.197, 0.375, -0.095], [-0.503, -0.310, 0.145], [0.200, 0.191, 0.084], [-0.094, 0.110, 0.183], [0.277, -0.159, -0.258], [-0.204, -0.011, 0.032], [0.091, -0.240, -0.021], [-0.180, -0.159, 0.169], [0.164, 0.353, -0.245], [-0.027, 0.086, 0.378], [0.086, -0.295, 0.556], [-0.204, 0.054, 0.336], [0.057, -0.236, -0.012], [0.164, -0.390, -0.167], [0.095, -0.198, 0.004], [-0.083, 0.148, 0.358]]
}

---

[3]
{
  "formula": "C4H13N3O",
  "method": "ωB97M-V/def2-TZVPD",
  "smiles": "C[C@](N)(CCN)ON",
  "de_lowest_ev": 2.924,
  "lumo_energy_ha": 0.035,
  "symbols": ["O", "N", "N", "N", "C", "C", "C", "C", "H", "H", "H", "H", "H", "H", "H", "H", "H", "H", "H", "H", "H"],
  "coordinates": [[1.874, -0.221, 0.653], [-2.321, 1.301, -0.097], [2.563, -0.999, -0.363], [-0.282, 0.218, 1.691], [0.227, 0.881, -0.610], [-1.311, 1.124, -1.116], [-0.246, -1.571, 0.041], [0.294, -0.200, 0.432], [3.297, -0.361, -0.674], [-1.611, 0.330, -1.806], [-0.086, -0.494, 2.392], [-0.035, -1.812, -1.005], [0.191, 1.064, 2.000], [0.589, 1.838, -0.220], [-1.328, -1.651, 0.189], [0.257, -2.344, 0.632], [0.798, 0.620, -1.505], [-1.263, 2.041, -1.711], [3.042, -1.706, 0.199], [-1.863, 1.531, 0.791], [-2.787, 0.413, 0.087]],
  "forces_ev_per_angstrom": [[-1.471, -0.975, -0.005], [-0.142, -0.241, 0.731], [-0.286, 0.474, 0.770], [1.015, -0.239, -0.308], [-3.057, 0.266, -0.889], [1.766, 0.264, -0.170], [0.549, -0.181, -0.296], [1.934, 0.347, 0.207], [-0.171, -0.147, -0.015], [0.103, -0.032, 0.128], [-0.107, 0.074, -0.062], [0.044, 0.186, 0.157], [-0.041, -0.057, 0.002], [0.072, -0.245, 0.116], [0.199, 0.231, 0.119], [-0.188, 0.147, 0.055], [0.087, -0.085, 0.296], [0.031, -0.081, -0.110], [-0.069, 0.079, -0.273], [-0.421, -0.079, -0.465], [0.153, 0.293, 0.011]]
}

---

What did the third record say?
{
  "formula": "C4H13N3O",
  "method": "ωB97M-V/def2-TZVPD",
  "smiles": "C[C@](N)(CCN)ON",
  "de_lowest_ev": 2.924,
  "lumo_energy_ha": 0.035,
  "symbols": ["O", "N", "N", "N", "C", "C", "C", "C", "H", "H", "H", "H", "H", "H", "H", "H", "H", "H", "H", "H", "H"],
  "coordinates": [[1.874, -0.221, 0.653], [-2.321, 1.301, -0.097], [2.563, -0.999, -0.363], [-0.282, 0.218, 1.691], [0.227, 0.881, -0.610], [-1.311, 1.124, -1.116], [-0.246, -1.571, 0.041], [0.294, -0.200, 0.432], [3.297, -0.361, -0.674], [-1.611, 0.330, -1.806], [-0.086, -0.494, 2.392], [-0.035, -1.812, -1.005], [0.191, 1.064, 2.000], [0.589, 1.838, -0.220], [-1.328, -1.651, 0.189], [0.257, -2.344, 0.632], [0.798, 0.620, -1.505], [-1.263, 2.041, -1.711], [3.042, -1.706, 0.199], [-1.863, 1.531, 0.791], [-2.787, 0.413, 0.087]],
  "forces_ev_per_angstrom": [[-1.471, -0.975, -0.005], [-0.142, -0.241, 0.731], [-0.286, 0.474, 0.770], [1.015, -0.239, -0.308], [-3.057, 0.266, -0.889], [1.766, 0.264, -0.170], [0.549, -0.181, -0.296], [1.934, 0.347, 0.207], [-0.171, -0.147, -0.015], [0.103, -0.032, 0.128], [-0.107, 0.074, -0.062], [0.044, 0.186, 0.157], [-0.041, -0.057, 0.002], [0.072, -0.245, 0.116], [0.199, 0.231, 0.119], [-0.188, 0.147, 0.055], [0.087, -0.085, 0.296], [0.031, -0.081, -0.110], [-0.069, 0.079, -0.273], [-0.421, -0.079, -0.465], [0.153, 0.293, 0.011]]
}

---

Please write out number 1 again, unchanged.
{
  "formula": "C5H13N2",
  "method": "ωB97M-V/def2-TZVPD",
  "smiles": "C=C(N)C[C@H](C)[NH3+]",
  "charge": 1,
  "de_lowest_ev": 2.953,
  "lumo_energy_ha": -0.125,
  "symbols": ["N", "N", "C", "C", "C", "C", "C", "H", "H", "H", "H", "H", "H", "H", "H", "H", "H", "H", "H", "H"],
  "coordinates": [[-2.144, 0.512, -1.154], [1.525, -0.767, 0.926], [-1.190, -0.264, -0.536], [-0.720, 0.291, 0.787], [-1.166, -1.620, -0.707], [0.785, 0.592, 0.820], [1.460, 1.253, -0.403], [-1.974, 1.502, -1.272], [0.827, 2.141, -0.579], [1.425, 0.732, -1.348], [-1.252, -1.961, -1.725], [-2.690, 0.176, -1.935], [1.890, -1.048, 1.849], [1.166, 1.174, 1.655], [-0.815, -0.546, 1.478], [-1.353, 1.106, 1.124], [0.796, -1.487, 1.114], [2.024, -1.015, 0.076], [2.435, 1.665, -0.180], [-1.029, -2.435, 0.008]],
  "forces_ev_per_angstrom": [[0.573, 1.161, -1.118], [-2.257, -1.526, 2.029], [-1.926, -1.927, 1.772], [0.833, -0.232, -0.080], [0.893, 0.633, -1.182], [1.867, -0.046, -1.070], [-1.864, 1.542, 0.411], [0.176, -0.014, 0.170], [0.326, -0.085, -0.093], [0.089, -0.628, -0.068], [-0.770, -0.293, -0.172], [0.268, -0.514, 0.146], [1.768, 1.259, -0.469], [-0.642, -0.126, 0.395], [-0.553, 0.187, 0.412], [0.239, 0.233, 0.115], [-0.302, 0.205, -1.769], [0.446, -0.215, 0.327], [0.316, -0.325, 0.057], [0.518, 0.713, 0.189]]
}